Entry from OMol25: a single C5H10O2 molecule (the ωB97M-V functional and the def2-TZVPD basis).

Values from the calculation:
Structure (SMILES)   CCO/C=C/OC
HOMO   -8.2 eV

Element x y z (Å)
C  2.873  -0.985  -0.194
C  1.371  -1.036  -0.212
O  0.894  0.277  -0.050
C  -0.434  0.287  0.210
C  -2.520  1.719  0.275
C  -1.401  -0.182  -0.575
O  -2.634  0.342  -0.336
H  3.228  -0.619  0.774
H  3.269  -1.987  -0.372
H  3.234  -0.309  -0.974
H  0.996  -1.452  -1.158
H  0.965  -1.645  0.607
H  -0.714  0.530  1.229
H  -3.567  1.905  0.419
H  -2.011  1.938  1.246
H  -2.038  2.392  -0.451
H  -1.274  -0.943  -1.354

These are the natural (NBO) partial charges, in e, on atoms 1 to 4:
1 C -0.623
2 C -0.058
3 O -0.528
4 C 0.007


Entry from OMol25: C4H12N3 as an isolated structure (the ωB97M-V functional and the def2-TZVPD basis).

Values from the calculation:
Spin multiplicity   3
Total charge   +1
HOMO (spin up / spin down)   -12.2 / -15.1 eV

Element x y z (Å)
C  1.400  -1.506  0.144
C  -2.480  1.095  0.356
C  2.247  0.780  -0.509
C  -1.452  0.138  -0.286
N  0.080  -1.462  0.696
N  1.247  -0.160  -0.612
N  -0.216  -0.107  0.410
H  2.088  -1.425  1.044
H  1.714  -2.149  -0.642
H  -3.433  0.823  -0.114
H  -2.548  0.823  1.472
H  -2.300  2.150  0.198
H  3.034  0.837  0.273
H  2.767  0.588  -1.395
H  1.769  1.798  -0.730
H  -1.358  0.433  -1.273
H  -1.801  -1.000  -0.367
H  -0.503  -2.064  0.074
H  -0.256  0.407  1.262

These are the natural (NBO) partial charges, in e, on atoms 1 to 4:
1 C -0.143
2 C -0.633
3 C -0.534
4 C -0.227


Entry from OMol25: C15H29OSTb as an isolated structure (the ωB97M-V functional and the def2-TZVPD basis).

Values from the calculation:
Spin multiplicity   7
Total charge   +2
HOMO (spin up / spin down)   -15.3 / -15.3 eV

Element x y z (Å)
C  2.462  3.289  0.024
H  2.457  3.789  0.991
H  2.620  4.069  -0.744
H  3.341  2.625  0.025
C  1.085  2.622  -0.231
H  1.242  1.763  -0.910
H  0.611  2.217  0.692
C  0.139  3.664  -0.887
H  -0.933  3.396  -0.901
H  0.222  4.657  -0.404
H  0.391  3.908  -1.938
C  -0.745  -2.260  -0.945
C  -1.133  -1.251  -1.898
C  0.051  -0.549  -2.302
C  1.152  -1.103  -1.595
C  0.674  -2.153  -0.755
C  1.530  -3.046  0.075
C  2.575  -0.693  -1.750
C  0.134  0.564  -3.293
C  -2.524  -0.816  -2.180
C  -1.652  -3.159  -0.180
Tb  -0.508  -0.230  0.107
H  3.167  -0.991  -0.875
H  3.019  -1.159  -2.647
H  2.659  0.398  -1.852
H  2.568  -2.705  0.026
H  1.239  -3.060  1.134
H  1.499  -4.079  -0.304
H  -2.676  -2.769  -0.119
H  -1.691  -4.132  -0.687
H  -1.297  -3.347  0.843
H  -2.528  0.136  -2.725
H  -3.024  -1.559  -2.815
H  -3.131  -0.697  -1.265
H  0.839  1.337  -2.952
H  0.498  0.209  -4.273
H  -0.843  1.040  -3.446
C  -1.568  -1.304  4.572
S  -2.164  0.014  3.462
C  -1.116  1.368  4.033
O  -1.474  -0.197  2.046
H  -2.260  -1.375  5.422
H  -0.561  -1.056  4.948
H  -1.579  -2.279  4.061
H  -0.206  0.957  4.510
H  -0.844  1.988  3.160
H  -1.715  1.960  4.746

These are the Löwdin partial charges, in e, on atoms 1 to 4:
1 C -0.080
2 H 0.081
3 H 0.096
4 H 0.081